C22H27FN2O4S2 | the ωB97M-V functional and the def2-TZVPD basis

```
! wB97M-V def2-TZVPD RIJCOSX def2/J DEFGRID3
* xyz 0 1
O 3.005 4.900 0.297
S 3.054 3.897 1.326
O 3.094 4.224 2.727
C 4.455 2.827 0.904
C 5.050 2.014 1.868
C 6.150 1.236 1.498
C 6.636 1.282 0.188
C 6.049 2.133 -0.752
C 4.949 2.912 -0.397
N 1.636 2.799 0.992
F 1.717 1.673 2.050
S 0.122 3.770 1.316
O 0.083 4.766 0.274
O 0.015 4.102 2.707
C -1.151 2.574 0.848
C -1.598 2.593 -0.472
C -2.606 1.706 -0.850
C -3.140 0.813 0.084
C -2.699 0.829 1.412
C -1.688 1.710 1.801
H 4.636 1.987 2.876
H 6.634 0.596 2.237
H 7.489 0.659 -0.097
H 6.445 2.202 -1.767
H 4.459 3.571 -1.112
H -1.141 3.275 -1.187
H -2.972 1.721 -1.878
H -3.920 0.106 -0.219
H -3.158 0.166 2.149
H -1.288 1.726 2.816
C 1.641 -1.810 3.614
C 0.739 -2.846 3.600
N -0.605 -2.787 3.726
C -1.198 -1.507 4.086
C -2.668 -1.587 4.496
C -3.494 -2.429 3.528
C -2.901 -3.831 3.474
C -1.412 -3.861 3.147
C 1.449 -4.192 3.429
C 2.937 -3.859 3.638
C 3.038 -2.298 3.688
H 1.388 -0.761 3.570
H -1.102 -0.790 3.248
H -0.610 -1.089 4.917
H -3.055 -0.564 4.567
H -2.751 -2.027 5.498
H -4.528 -2.489 3.885
H -3.519 -1.964 2.532
H -3.075 -4.317 4.440
H -3.403 -4.440 2.719
H -1.299 -3.843 2.045
H -0.985 -4.815 3.482
H 1.112 -4.963 4.144
H 1.300 -4.592 2.407
H 3.549 -4.265 2.826
H 3.294 -4.309 4.573
H 3.630 -1.933 2.840
H 3.553 -2.004 4.611
*
```

ΔE to the lowest compared entry with this formula, charge and spin, kJ/mol: 0.0
SMILES string: O=S(=O)(c1ccccc1)N(F)S(=O)(=O)c1ccccc1.C1=C(N2CCCCC2)CCC1
HOMO-LUMO gap, eV: 7.1


C22H27MnO4S | the ωB97M-V functional and the def2-TZVPD basis

```
! wB97M-V def2-TZVPD RIJCOSX def2/J DEFGRID3
* xyz -2 5
Mn 0.055 0.002 0.246
C 1.888 0.321 1.515
C 2.174 -0.558 0.432
C 2.016 0.182 -0.799
H 2.630 -1.541 0.546
C 1.611 1.500 -0.435
C 1.530 1.576 0.981
H 1.292 2.456 1.593
H 2.061 0.098 2.571
H 2.313 -0.158 -1.805
H 1.532 2.344 -1.142
C -2.022 0.228 1.065
C -1.343 1.425 1.455
C -0.999 2.139 0.273
H -1.181 1.738 2.473
C -1.390 1.365 -0.872
C -2.039 0.160 -0.384
H -2.607 -0.553 -0.979
H -2.617 -0.396 1.716
H -0.591 3.138 0.246
H -1.422 1.724 -1.893
O 0.362 -2.477 -0.124
C -0.295 -0.534 -4.673
C 0.257 -1.648 -4.018
C 0.525 0.715 -4.213
C -1.820 -0.504 -4.213
C 0.477 -2.685 -1.386
H 1.367 -1.782 -3.916
H -0.290 -2.640 -4.062
H -0.391 -3.236 -2.062
H 1.563 -2.581 -2.003
H 0.697 1.401 -5.031
H 1.541 0.374 -3.940
H 0.070 1.362 -3.417
H -2.479 -0.523 -5.073
H -2.188 0.374 -3.629
H -2.029 -1.463 -3.683
C -0.683 0.183 8.081
C -0.568 -0.420 6.713
C -0.831 -1.781 6.516
C -0.647 -2.368 5.270
C -0.189 -1.580 4.217
C -0.008 -0.201 4.370
C -0.179 0.368 5.619
S 0.069 -2.390 2.640
O 1.522 -2.539 2.499
O -0.709 -3.542 2.595
O -0.468 -1.181 1.877
H -1.694 0.068 8.487
H 0.009 -0.297 8.784
H -0.444 1.248 8.041
H -1.166 -2.405 7.344
H -0.836 -3.418 5.085
H 0.273 0.439 3.532
H 0.008 1.437 5.770
*
```

HOMO-LUMO gap (spin up / spin down), eV: 2.8 / 4.8


C22H27N10O5S | the ωB97M-V functional and the def2-TZVPD basis

```
! wB97M-V def2-TZVPD RIJCOSX def2/J DEFGRID3
* xyz 1 1
O 2.988 -3.327 1.951
O -1.490 -2.434 4.386
O 2.941 3.061 -5.979
O 0.706 2.064 -5.968
N -0.043 0.410 -3.286
N -1.044 -0.290 -3.654
N -1.724 1.865 -3.487
N 2.441 4.087 -3.015
O -5.692 2.409 0.903
C 2.061 -4.080 1.667
C -0.538 -3.148 4.109
C -0.465 1.728 -3.190
C 0.355 -0.894 -0.323
C 0.728 -1.113 0.973
C 2.522 -0.447 -0.143
C 2.206 4.720 -1.861
C 1.573 3.159 -3.498
C -0.989 2.233 0.302
C -2.174 3.952 -0.909
C 1.080 4.437 -1.099
C -2.129 1.993 1.079
C -3.309 3.720 -0.127
C 0.430 2.799 -2.738
C -1.007 3.207 -0.704
C 0.176 3.469 -1.526
C -3.302 2.736 0.871
N -2.061 0.594 -3.796
N 1.484 -0.473 -1.004
N -0.352 -4.274 4.808
N 0.806 -3.863 2.071
N 2.590 0.925 -4.939
N 2.081 -0.833 1.072
C 2.306 -5.309 0.824
C -4.526 2.514 1.727
C 0.771 -5.214 4.767
C -0.171 -1.590 2.093
C 0.402 -2.745 2.947
S 1.892 2.419 -5.182
H -6.495 2.323 1.445
H -0.639 -1.018 -0.742
H 3.557 -0.239 -0.404
H 2.908 5.473 -1.515
H -0.080 1.676 0.492
H -2.206 4.713 -1.684
H 0.912 4.980 -0.174
H -2.101 1.241 1.862
H -4.210 4.303 -0.300
H -2.982 0.331 -4.155
H 1.504 -0.244 -2.001
H -1.059 -4.437 5.511
H 0.100 -4.527 1.790
H 3.523 1.042 -5.320
H 2.048 0.313 -5.539
H 2.675 -1.134 1.844
H 1.743 -5.240 -0.105
H 3.370 -5.379 0.597
H 2.000 -6.197 1.376
H -4.637 3.352 2.422
H -4.414 1.600 2.320
H 1.718 -4.685 4.639
H 0.636 -5.928 3.953
H 0.815 -5.772 5.705
H -0.378 -0.738 2.744
H -1.124 -1.910 1.667
H 1.293 -2.366 3.449
*
```

HOMO-LUMO gap, eV: 9.1


C22H27N3O3S | the ωB97M-V functional and the def2-TZVPD basis

```
! wB97M-V def2-TZVPD RIJCOSX def2/J DEFGRID3
* xyz 0 1
C -4.100 0.065 -2.392
C -2.836 -0.644 -1.933
O -2.957 -0.873 -0.542
C -1.911 -1.463 0.126
C -0.713 -1.851 -0.448
C 0.293 -2.418 0.328
C 1.651 -2.785 -0.240
C 1.768 -2.695 -1.759
C 1.608 -1.273 -2.243
O 1.018 -0.963 -3.257
N 2.202 -0.317 -1.457
C 2.005 1.089 -1.828
N 1.939 1.932 -0.676
C 0.763 1.683 0.177
C -0.347 2.649 -0.250
C -1.632 2.361 0.521
C -1.392 2.456 2.024
C -0.266 1.517 2.443
C 1.016 1.832 1.675
C 3.209 2.122 -0.118
S 4.065 0.494 0.350
C 2.873 -0.633 -0.285
C 2.664 -1.816 0.339
C 3.309 -2.148 1.534
N 3.812 -2.466 2.518
C 0.074 -2.598 1.688
C -1.123 -2.220 2.270
C -2.122 -1.645 1.503
O -3.291 -1.258 2.075
H -4.971 -0.552 -2.187
H -4.210 1.010 -1.866
H -4.043 0.256 -3.460
H -2.720 -1.599 -2.461
H -1.956 -0.021 -2.139
H -0.579 -1.722 -1.508
H 1.901 -3.801 0.085
H 1.031 -3.321 -2.263
H 2.764 -3.037 -2.061
H 2.827 1.422 -2.473
H 1.075 1.131 -2.402
H 0.412 0.653 0.009
H -0.524 2.556 -1.323
H -0.015 3.671 -0.055
H -2.407 3.069 0.220
H -1.983 1.357 0.277
H -2.305 2.199 2.563
H -1.125 3.483 2.284
H -0.078 1.615 3.513
H -0.559 0.482 2.251
H 1.319 2.857 1.900
H 1.805 1.151 2.001
H 3.875 2.588 -0.846
H 3.189 2.708 0.795
H 0.849 -3.032 2.301
H -1.297 -2.359 3.324
H -3.857 -0.898 1.379
*
```

ΔE to the lowest compared entry with this formula, charge and spin, kJ/mol: 223.7
SMILES string: CCOc1cc([C@H]2CC(=O)N3CN(C4CCCCC4)CSC3=C2C#N)ccc1O
HOMO-LUMO gap, eV: 8.5


Here are the calculated molar mass numbers, same order: 466.60; 442.46; 543.59; 413.54 (g/mol).
Here are the calculated largest force on an atom numbers, same order: 3.2; 7.2; 4.7; 1.1 (eV/Å).